[1]
C28H34ClFIrN5O5S as an isolated structure. Source: the Open Molecules 2025 dataset; level of theory: ωB97M-V/def2-TZVPD.

Summary:
<S²>: 8.78
E_HOMO (alpha / beta): -15.13 / -15.09 eV
LUMO (alpha / beta): -7.565 / -11.713 eV
relative energy (zero: lowest compared OMol25 entry of this formula, charge and spin): 16.6 kcal/mol
total energy: -76163.1504 eV

The geometry in ORCA input format:
```
! wB97M-V def2-TZVPD RIJCOSX def2/J DEFGRID3
* xyz 3 6
Ir 0.550 -0.557 -2.938
C 4.702 0.653 3.145
C 4.374 -0.829 2.990
N 3.265 -0.998 2.059
C 3.558 -1.183 0.771
C 2.633 -1.245 -0.241
C 3.192 -1.457 -1.670
O 4.395 -1.516 -1.753
O 2.340 -1.555 -2.598
C 1.247 -1.101 0.045
O 0.297 -1.148 -0.769
C 0.946 -0.895 1.456
C -0.392 -0.730 1.836
C -0.740 -0.589 3.150
F -2.051 -0.477 3.429
C 0.228 -0.581 4.186
C 1.562 -0.673 3.782
C 1.950 -0.852 2.449
N -0.108 -0.464 5.519
C 0.658 -1.093 6.571
C 0.927 -0.081 7.697
N -0.263 0.808 7.869
C -1.509 0.119 7.452
C -1.464 -0.133 5.943
H 5.547 0.773 3.817
H 3.851 1.207 3.536
H 4.977 1.074 2.182
H 4.122 -1.290 3.946
H 5.240 -1.354 2.586
H 4.604 -1.292 0.508
H -1.165 -0.743 1.081
H 2.324 -0.585 4.537
H 1.604 -1.483 6.202
H 0.095 -1.951 6.959
H 1.797 0.537 7.468
H 1.118 -0.621 8.626
H -0.155 1.650 7.290
H -0.331 1.121 8.844
H -2.383 0.732 7.684
H -1.591 -0.813 8.015
H -1.783 0.765 5.407
H -2.177 -0.933 5.708
Cl -0.412 8.036 -2.840
C -0.272 6.341 -2.925
C -1.426 5.544 -2.946
C -1.311 4.172 -3.020
C -0.048 3.580 -3.060
C 1.103 4.373 -3.029
C 0.996 5.747 -2.972
C 0.111 2.099 -3.071
O 0.788 1.580 -2.151
O -0.415 1.372 -3.949
H -2.399 6.008 -2.905
H -2.197 3.557 -3.034
H 2.074 3.908 -3.055
H 1.880 6.361 -2.949
C -3.731 -0.623 -7.420
C -2.239 -0.466 -7.139
N -1.957 -0.475 -5.710
C -1.956 -1.544 -4.938
S -1.751 -1.321 -3.206
N -2.174 -2.762 -5.384
C -2.151 -3.961 -4.565
C -3.552 -4.418 -4.182
H -3.903 -0.580 -8.491
H -4.288 0.181 -6.948
H -4.120 -1.569 -7.052
H -1.890 0.490 -7.529
H -1.666 -1.258 -7.630
H -1.757 0.416 -5.269
H -2.424 -2.890 -6.357
H -1.570 -3.744 -3.664
H -1.646 -4.745 -5.132
H -4.079 -3.638 -3.638
H -3.478 -5.298 -3.549
H -4.132 -4.686 -5.061
*
```


[2]
A 2-piece molecular cluster, C2H8S3 overall. Source: the Open Molecules 2025 dataset; level of theory: ωB97M-V/def2-TZVPD.

Summary:
E_HOMO: -8.38 eV
LUMO: 0.492 eV
relative energy (zero: lowest compared OMol25 entry of this formula, charge and spin): 28.5 kcal/mol
SMILES: CSS.CS
total energy: -34708.1597 eV

The geometry in ORCA input format:
```
! wB97M-V def2-TZVPD RIJCOSX def2/J DEFGRID3
* xyz 0 1
C 1.562 -0.907 -2.651
S -0.171 -0.513 -3.064
H 1.693 -1.901 -2.260
H 2.357 -0.531 -3.322
H 1.791 -0.191 -1.841
H -0.465 0.546 -2.265
C -0.445 1.082 1.476
S -1.485 1.170 3.009
S -1.803 -0.571 4.094
H 0.622 1.036 1.678
H -0.739 2.002 0.987
H -1.028 0.292 1.013
H -1.888 -1.514 3.148
*
```


[3]
C23H31N5O4S as an isolated structure. Source: the Open Molecules 2025 dataset; level of theory: ωB97M-V/def2-TZVPD.

Summary:
E_HOMO: -8.17 eV
LUMO: -0.111 eV
relative energy (zero: lowest compared OMol25 entry of this formula, charge and spin): 5.5 kcal/mol
total energy: -50832.1198 eV

The geometry in ORCA input format:
```
! wB97M-V def2-TZVPD RIJCOSX def2/J DEFGRID3
* xyz 0 1
C 2.719 1.943 4.497
C 1.376 1.228 4.426
C 0.604 1.556 3.149
H 0.489 2.638 3.067
C 1.296 1.051 1.875
N 0.370 0.341 0.995
C -0.573 1.083 0.345
O -0.523 2.311 0.353
C -1.668 0.401 -0.321
C -2.627 1.068 -1.092
N -2.586 2.351 -1.466
H -1.928 2.949 -0.986
H -3.404 2.713 -1.939
C -3.653 0.148 -1.477
N -3.505 -1.081 -1.029
S -2.159 -1.258 -0.150
C -4.831 0.539 -2.277
O -5.011 1.683 -2.663
N -5.682 -0.473 -2.531
H -5.481 -1.389 -2.168
H -6.522 -0.301 -3.055
C 0.575 -1.038 0.780
C 0.618 -1.921 1.850
C 0.871 -3.266 1.650
C 1.085 -3.756 0.365
C 1.048 -2.864 -0.711
C 0.804 -1.526 -0.507
H 0.773 -0.851 -1.351
H 1.220 -3.252 -1.702
O 1.319 -5.050 0.035
C 1.446 -6.030 1.048
C 2.807 -5.991 1.736
H 3.596 -6.118 0.998
H 2.962 -5.043 2.243
H 2.872 -6.796 2.463
H 1.326 -6.980 0.518
H 0.633 -5.939 1.778
H 0.889 -3.919 2.508
H 0.448 -1.553 2.850
H 2.088 0.341 2.132
C 1.967 2.216 1.109
O 2.181 3.295 1.607
N 2.395 1.853 -0.121
H 2.077 0.974 -0.498
C 2.827 2.827 -1.102
C 1.638 3.366 -1.904
H 0.791 3.575 -1.253
H 1.930 4.285 -2.410
C 1.342 2.257 -2.918
H 0.925 2.661 -3.839
H 0.604 1.566 -2.506
C 2.686 1.542 -3.163
H 3.026 1.684 -4.188
H 2.588 0.467 -3.003
C 3.687 2.153 -2.168
H 4.354 1.406 -1.738
H 4.297 2.909 -2.661
H 3.347 3.615 -0.552
H -0.394 1.115 3.205
H 1.531 0.147 4.499
H 0.766 1.531 5.280
H 3.391 1.594 3.717
H 2.581 3.011 4.360
H 3.193 1.768 5.461
*
```


[4]
One molecule with the formula CH2N4O2. Source: the Open Molecules 2025 dataset; level of theory: ωB97M-V/def2-TZVPD.

Summary:
E_HOMO: -10.40 eV
LUMO: 0.157 eV
relative energy (zero: lowest compared OMol25 entry of this formula, charge and spin): 98.1 kcal/mol
SMILES: Nn1onnc1=O
total energy: -11119.3687 eV

The geometry in ORCA input format:
```
! wB97M-V def2-TZVPD RIJCOSX def2/J DEFGRID3
* xyz 0 1
C 0.217 -1.046 0.219
H 1.323 1.244 -0.873
H 1.177 1.773 0.480
N 0.551 1.499 -0.392
N 0.032 0.328 0.008
N -1.975 -0.877 0.097
N -1.058 -1.650 0.191
O -1.496 0.350 -0.030
O 1.228 -1.621 0.299
*
```


[5]
C19H41N3OPRh as an isolated structure. Source: the Open Molecules 2025 dataset; level of theory: ωB97M-V/def2-TZVPD.

Summary:
<S²>: 6.01
E_HOMO (alpha / beta): -13.52 / -14.77 eV
LUMO (alpha / beta): -4.896 / -9.848 eV
total energy: -39163.3262 eV

The geometry in ORCA input format:
```
! wB97M-V def2-TZVPD RIJCOSX def2/J DEFGRID3
* xyz 2 5
C -2.213 0.924 -1.446
H -2.616 0.029 -0.947
H -3.020 1.696 -1.489
H -1.589 1.624 -0.484
C -1.973 0.587 -2.944
H -1.188 1.235 -3.367
H -1.615 -0.456 -3.016
C -3.262 0.695 -3.792
H -3.008 0.534 -4.843
H -4.023 -0.052 -3.542
H -3.733 1.680 -3.727
C 1.372 2.143 0.545
C 1.221 2.599 -0.796
C -0.096 3.112 -0.939
C -0.749 2.984 0.332
C 0.149 2.363 1.229
C -0.072 2.147 2.699
C -2.144 3.457 0.666
C -0.694 3.721 -2.173
C 2.296 2.578 -1.832
C 2.652 1.706 1.173
Rh -0.172 1.127 -0.436
H -2.502 2.953 1.564
H -2.197 4.537 0.850
H -2.820 3.228 -0.155
H -1.073 2.459 2.996
H 0.070 1.091 2.960
H 0.655 2.738 3.273
H 3.290 1.195 0.443
H 3.190 2.589 1.540
H 2.475 1.039 2.023
H 1.878 2.740 -2.824
H 3.021 3.368 -1.611
H 2.824 1.617 -1.813
H -1.689 3.309 -2.349
H -0.780 4.811 -2.106
H -0.063 3.485 -3.030
C -0.630 -1.726 3.063
N 0.561 -1.684 2.220
C 1.811 -1.338 2.908
P 0.575 -2.102 0.627
O 0.617 -0.972 -0.394
N 1.994 -2.875 0.357
C 2.839 -2.590 -0.802
C 2.401 -4.046 1.122
N -0.718 -3.119 0.381
C -2.066 -2.540 0.290
C -0.582 -4.223 -0.578
H -0.310 -1.654 4.111
H -1.170 -2.674 2.928
H -1.307 -0.878 2.856
H 2.071 -2.115 3.647
H 2.634 -1.254 2.185
H 1.698 -0.379 3.436
H 2.776 -1.529 -1.077
H 3.877 -2.826 -0.534
H 2.551 -3.207 -1.668
H 3.447 -3.919 1.431
H 1.786 -4.182 2.021
H 2.336 -4.954 0.504
H -2.223 -2.021 -0.670
H -2.767 -3.383 0.339
H -2.281 -1.861 1.122
H -0.426 -3.859 -1.608
H 0.232 -4.901 -0.302
H -1.527 -4.777 -0.550
*
```


[6]
C43H22Cl2F5N10O4Ti as an isolated structure. Source: the Open Molecules 2025 dataset; level of theory: ωB97M-V/def2-TZVPD.

Summary:
E_HOMO: -4.26 eV
LUMO: 0.183 eV
relative energy (zero: lowest compared OMol25 entry of this formula, charge and spin): 13.5 kcal/mol
total energy: -129791.4634 eV

The geometry in ORCA input format:
```
! wB97M-V def2-TZVPD RIJCOSX def2/J DEFGRID3
* xyz -1 1
Ti 0.354 -1.427 -0.745
Cl -0.947 -7.053 2.911
C -1.165 -5.513 2.150
C -0.343 -5.183 1.079
C -0.497 -3.950 0.466
N 0.219 -3.467 -0.642
C 0.934 -4.272 -1.452
O 1.176 -5.465 -1.354
C 1.418 -3.504 -2.649
C 2.091 -4.138 -3.672
C 2.463 -3.398 -4.782
C 2.146 -2.052 -4.827
C 1.485 -1.488 -3.751
N 1.121 -2.195 -2.675
C -1.463 -3.042 0.924
C -2.290 -3.387 1.982
C -2.132 -4.625 2.593
Cl -3.174 -5.017 3.922
N -1.467 -1.857 0.175
C -2.476 -0.967 0.220
O -3.395 -0.914 1.037
C -2.396 0.029 -0.898
C -3.259 1.105 -0.965
C -3.187 1.938 -2.071
C -2.282 1.638 -3.076
C -1.433 0.558 -2.904
N -1.466 -0.226 -1.826
H 0.398 -5.883 0.729
H 2.299 -5.193 -3.569
H 2.992 -3.868 -5.602
H 2.406 -1.425 -5.668
H 1.256 -0.435 -3.752
H -3.056 -2.714 2.333
H -3.963 1.262 -0.161
H -3.831 2.804 -2.152
H -2.197 2.247 -3.962
H -0.703 0.320 -3.665
F 6.081 -2.782 1.481
C 4.855 -2.472 0.996
C 4.760 -1.784 -0.194
C 3.494 -1.468 -0.677
C 2.332 -1.834 0.001
C 2.489 -2.535 1.199
C 3.738 -2.855 1.712
H 5.659 -1.496 -0.722
H 3.431 -0.908 -1.603
H 1.617 -2.846 1.770
H 3.851 -3.392 2.643
F 2.315 3.290 -0.299
C 1.298 4.045 -0.786
C 0.856 5.100 -0.024
F 1.471 5.297 1.160
C -0.156 5.985 -0.443
C -0.648 5.681 -1.731
C -0.200 4.615 -2.478
F -0.780 4.387 -3.681
C 0.779 3.735 -2.035
C 1.178 2.512 -2.751
C 1.224 1.347 -2.055
N 1.217 0.328 -1.472
C 1.357 2.373 -4.146
N 1.538 2.228 -5.278
F -1.638 6.426 -2.260
C -0.632 7.070 0.355
C -0.291 7.215 1.723
N -0.055 7.350 2.846
C -1.480 8.088 -0.153
N -2.161 8.947 -0.516
O -4.909 0.275 4.489
C -3.727 -0.361 4.918
N -2.626 -0.151 4.010
C -1.527 0.573 4.352
O -1.335 1.050 5.452
C -0.487 0.700 3.273
C 0.423 1.745 3.307
C 1.385 1.804 2.318
C 1.383 0.854 1.311
N 0.473 -0.133 1.229
C -0.408 -0.210 2.238
H -5.217 -0.159 3.683
H -3.895 -1.435 5.041
H -3.451 0.081 5.871
H -2.773 -0.410 3.039
H 0.369 2.474 4.105
H 2.124 2.589 2.294
H 2.130 0.883 0.534
H -1.063 -1.063 2.247
*
```


[7]
C6H16LiN2O5 as an isolated structure. Source: the Open Molecules 2025 dataset; level of theory: ωB97M-V/def2-TZVPD.

Summary:
E_HOMO: -2.86 eV
LUMO: 2.085 eV
total energy: -19906.6320 eV

The geometry in ORCA input format:
```
! wB97M-V def2-TZVPD RIJCOSX def2/J DEFGRID3
* xyz -1 1
Li -0.542 -0.528 0.053
C 2.237 -2.176 -3.077
C 1.896 -2.040 -1.608
O 2.769 -2.400 -0.804
O 0.797 -1.554 -1.296
H 1.909 -3.118 -3.516
H 3.309 -2.250 -3.262
H 1.876 -1.264 -3.554
C 0.649 -0.286 4.398
C 0.381 0.266 3.021
C 1.631 0.385 2.054
O -0.679 -0.322 2.288
H 1.309 0.445 4.865
H 1.182 -1.209 4.172
H -0.234 -0.540 4.985
H -0.006 1.262 3.236
H 1.903 -0.580 1.626
H 2.492 0.893 2.490
H 1.353 0.894 1.131
C -1.533 1.930 -1.657
O -0.951 1.197 -0.907
N -1.899 3.070 -1.158
N -2.023 1.781 -2.900
H -1.959 3.086 -0.150
H -2.686 3.422 -1.685
H -2.567 2.578 -3.197
H -1.861 0.948 -3.448
O -2.577 -1.191 -0.540
H -2.725 -1.826 -1.241
H -3.451 -0.871 -0.318
*
```


[8]
C7H11InLuN2O3S as an isolated structure. Source: the Open Molecules 2025 dataset; level of theory: ωB97M-V/def2-TZVPD.

Summary:
E_HOMO: -11.25 eV
LUMO: -7.786 eV
total energy: -66170.6365 eV

The geometry in ORCA input format:
```
! wB97M-V def2-TZVPD RIJCOSX def2/J DEFGRID3
* xyz 1 1
O 4.467 0.010 1.359
C 3.844 1.020 1.243
O 4.015 2.038 2.024
In 2.264 1.365 -0.405
C 1.664 -0.500 -1.530
C 0.453 -1.340 -0.887
C 0.533 -1.562 0.679
C -0.272 -0.393 1.405
S -1.924 -0.900 2.035
C -3.089 0.000 0.980
N -2.833 0.118 -0.354
N -3.870 0.798 -0.923
C -4.715 1.075 0.092
O -4.277 0.614 1.340
H 2.946 2.614 -1.498
H 0.877 2.165 0.423
H 2.552 -1.166 -1.774
H 1.296 -0.135 -2.559
H -0.525 -0.852 -1.203
H 0.470 -2.371 -1.371
H 1.586 -1.623 1.071
H 0.035 -2.559 0.881
H 0.320 0.047 2.259
H -0.455 0.393 0.614
H -5.687 1.609 -0.026
Lu 0.326 -0.462 -3.875
*
```


[9]
C15H26N5O5STc as an isolated structure. Source: the Open Molecules 2025 dataset; level of theory: ωB97M-V/def2-TZVPD.

Summary:
<S²>: 0.99
E_HOMO (alpha / beta): -18.22 / -18.22 eV
LUMO (alpha / beta): -12.056 / -11.869 eV
relative energy (zero: lowest compared OMol25 entry of this formula, charge and spin): 0.7 kcal/mol
total energy: -46672.0865 eV

The geometry in ORCA input format:
```
! wB97M-V def2-TZVPD RIJCOSX def2/J DEFGRID3
* xyz 3 2
Tc 0.137 0.593 0.023
C 0.741 3.140 -1.454
C 0.015 3.653 -0.228
N -0.017 2.578 0.814
C -1.206 2.698 1.706
C -2.496 2.371 0.959
S -2.306 1.027 -0.281
C -2.246 1.929 -1.881
C -0.954 1.648 -2.625
N 0.276 1.744 -1.770
H 0.577 3.789 -2.315
H 1.814 3.082 -1.273
H 0.513 4.534 0.177
H -1.007 3.940 -0.455
H 0.823 2.665 1.390
H -1.055 2.021 2.543
H -1.256 3.710 2.115
H -3.257 2.033 1.660
H -2.922 3.224 0.433
H -3.090 1.579 -2.474
H -2.411 2.985 -1.680
H -0.977 0.633 -3.021
H -0.854 2.326 -3.476
H 1.020 1.317 -2.321
O 5.221 -2.994 -2.419
C 4.695 -2.145 -1.541
O 5.342 -1.605 -0.701
C 3.216 -1.853 -1.615
C 2.232 -2.302 -2.478
N 1.078 -1.692 -2.147
N 1.256 -0.867 -1.104
C 2.545 -0.958 -0.769
C 2.889 -0.149 0.439
O 3.752 -0.260 1.219
O 1.891 0.842 0.632
H 4.609 -3.362 -3.066
H 2.258 -3.004 -3.297
H 0.170 -1.838 -2.562
C -0.525 -3.607 0.919
N -1.254 -2.817 1.931
C -2.072 -3.541 2.941
C -1.156 -1.529 1.937
C -1.823 -0.661 2.943
O -0.366 -0.987 1.029
H -0.685 -4.659 1.122
H 0.539 -3.384 0.981
H -0.904 -3.371 -0.073
H -2.037 -4.598 2.706
H -3.104 -3.202 2.901
H -1.654 -3.388 3.934
H -2.222 -1.213 3.788
H -2.656 -0.135 2.468
H -1.098 0.061 3.316
*
```


[10]
A 2-piece molecular cluster, C5H11N overall. Source: the Open Molecules 2025 dataset; level of theory: ωB97M-V/def2-TZVPD.

Summary:
E_HOMO: -7.89 eV
LUMO: 1.155 eV
relative energy (zero: lowest compared OMol25 entry of this formula, charge and spin): 96.3 kcal/mol
SMILES: CCN1C=C1.C
total energy: -6849.3530 eV

The geometry in ORCA input format:
```
! wB97M-V def2-TZVPD RIJCOSX def2/J DEFGRID3
* xyz 0 1
C -1.877 1.060 -0.209
C -1.517 -0.421 -0.236
N -0.166 -0.706 0.246
C 0.053 -1.470 1.483
C 0.268 -0.211 1.563
C 2.393 0.198 -0.973
H -2.671 1.267 -0.934
H -2.230 1.379 0.777
H -1.014 1.677 -0.480
H -2.291 -1.020 0.262
H -1.465 -0.748 -1.277
H 0.227 -2.500 1.746
H 1.959 -0.712 -0.558
H 0.757 0.673 1.938
H 3.053 0.684 -0.256
H 1.567 0.868 -1.210
H 2.955 -0.017 -1.881
*
```